# 1
C25H36GeN3O9Y as an isolated structure, computed with wB97M-V/def2-TZVPD.

```
75
Properties=species:S:1:pos:R:3:forces:R:3
Y -0.11948 -0.19968 -0.12263 -0.32 -0.05 -0.09
O 0.34970 4.50986 1.93339 0.12 -0.25 -0.29
C 0.19179 3.27942 1.43769 -0.19 0.18 0.36
O 0.80032 2.88227 0.47033 -0.07 -0.20 -0.03
C -0.80689 2.47670 2.21534 0.08 0.14 -0.24
C -1.45683 3.02388 3.30399 -0.06 -0.03 0.04
C -2.38774 2.24242 3.98017 -0.01 0.03 0.03
C -2.60552 0.94931 3.55683 0.03 0.02 -0.03
C -1.87384 0.46897 2.47517 -0.14 0.15 0.15
N -1.01163 1.22212 1.79188 0.01 -0.06 0.16
C -2.02533 -0.97875 2.03630 0.28 -0.05 -0.07
O -3.05244 -1.56657 2.27530 0.02 -0.10 0.08
O -0.96542 -1.41087 1.42141 -0.58 -0.15 0.21
H 1.00448 4.94757 1.36677 -0.02 0.15 0.12
H -1.24484 4.03468 3.61601 0.01 0.01 -0.03
H -2.92333 2.64775 4.82802 0.00 -0.01 0.00
H -3.31263 0.28695 4.03542 0.00 -0.01 -0.01
C -0.24006 -3.82300 -0.78741 0.07 -0.16 -0.03
C -1.42808 -3.22293 -1.52374 0.05 0.44 0.21
C -2.72970 -3.53170 -0.80666 -0.05 -0.16 0.03
C -1.47046 -3.70879 -2.96004 -0.04 -0.24 -0.17
O -1.29369 -1.76054 -1.49384 -0.04 -0.26 0.02
Ge -0.74142 -0.75377 -2.95705 -0.10 -0.04 -0.45
O -1.25003 0.74342 -1.75656 -0.25 0.18 -0.46
C -2.53180 1.42552 -1.92640 0.37 -0.25 0.09
C -2.25122 2.90462 -1.73456 -0.08 0.19 0.05
C -3.09335 1.16958 -3.31428 -0.21 0.09 -0.14
C -3.48333 0.89758 -0.86219 -0.17 0.02 0.09
O 1.02430 -0.89667 -2.01267 0.36 0.48 -0.12
C 2.26519 -0.43764 -2.56543 -0.21 -0.25 0.07
C 2.12540 -0.13756 -4.05844 0.14 -0.02 -0.18
C 3.31205 -1.52260 -2.37828 0.18 -0.05 -0.06
C 2.64322 0.90961 -1.91496 0.01 0.20 0.21
H -0.26890 -4.91228 -0.86063 -0.02 0.02 0.06
H -0.26450 -3.55176 0.26746 -0.01 0.03 0.02
H 0.70216 -3.48956 -1.22811 -0.03 0.04 -0.03
H -2.87335 -4.61265 -0.74248 0.00 0.02 0.01
H -3.58155 -3.11262 -1.34523 0.03 0.04 -0.02
H -2.71559 -3.12609 0.20438 0.00 0.01 0.00
H -1.63798 -4.78747 -2.97068 -0.01 0.02 0.03
H -0.53098 -3.53589 -3.49277 0.02 0.08 0.05
H -2.28736 -3.25085 -3.52193 0.01 0.06 0.03
H -1.64811 3.30251 -2.55199 0.03 -0.05 0.00
H -1.71440 3.06804 -0.79761 -0.01 -0.03 0.01
H -3.18238 3.47318 -1.69189 0.00 -0.03 -0.02
H -2.38379 1.44380 -4.09609 0.04 0.00 0.03
H -3.98969 1.77728 -3.45450 0.03 0.00 0.02
H -3.39555 0.13013 -3.46188 0.06 -0.03 0.07
H -3.19836 1.25170 0.13194 0.04 -0.02 -0.01
H -3.49754 -0.19389 -0.85796 0.03 0.00 -0.04
H -4.50272 1.24370 -1.04289 0.03 0.03 -0.01
H 1.74713 -1.01949 -4.57456 -0.01 -0.01 0.02
H 3.10447 0.09473 -4.48374 -0.01 -0.01 0.03
H 1.45958 0.69898 -4.27041 -0.05 0.00 0.10
H 3.07300 -2.35744 -3.03694 -0.05 0.00 0.02
H 3.33955 -1.88865 -1.35534 -0.05 0.03 0.01
H 4.30650 -1.16280 -2.65467 -0.03 0.01 0.00
H 1.53510 2.53550 -1.62532 0.09 -0.01 0.08
H 3.38638 1.42952 -2.52322 -0.09 0.00 -0.12
H 2.90785 1.67583 -0.01090 0.00 0.05 -0.01
O 1.77469 0.05202 0.97495 0.62 0.00 0.21
N 2.83938 -0.33860 0.41880 0.09 0.11 -0.04
N 3.29912 0.87987 -0.52113 0.16 -0.31 -0.07
O 1.44041 1.59252 -1.80410 -0.06 -0.06 0.07
C 4.76395 0.98696 -0.55636 -0.31 0.06 -0.04
C 5.55910 -0.10800 -0.28011 0.19 0.07 -0.04
C 6.93803 0.05656 -0.34719 -0.04 -0.06 0.02
C 7.49196 1.28275 -0.67981 0.03 0.00 0.00
C 6.67340 2.37110 -0.94994 -0.03 -0.03 0.00
C 5.29653 2.22320 -0.88954 0.14 -0.02 0.05
H 5.12894 -1.06045 -0.01395 -0.03 0.02 0.01
H 7.58076 -0.78643 -0.13248 0.00 0.01 0.00
H 8.56710 1.39091 -0.72497 0.00 0.01 0.00
H 7.10399 3.32983 -1.20421 -0.01 0.00 0.00
H 4.64640 3.06755 -1.09131 0.00 0.00 0.00
```
Positions in Å, forces in eV/Å.

**Total charge**: +1
**Multiplicity**: 2
**Lowest unoccupied orbital energy (spin up / spin down)**: -3.23 / -3.23 eV
**Frontier orbital gap (spin up / spin down)**: 8.21 / 8.21 eV
**ΔE to the lowest compared entry with this formula, charge and spin**: 0.00 kJ/mol



# 2
One molecule with the formula C25H36N2O5, computed with wB97M-V/def2-TZVPD.

```
68
Properties=species:S:1:pos:R:3:forces:R:3
C -0.49915 -4.79347 0.77093 -0.24 0.41 -0.08
C -0.75591 -3.52998 -0.02856 0.41 -0.33 -0.41
O -1.76951 -2.76554 0.64323 0.03 -0.19 0.45
C -2.49549 -1.92851 -0.07750 -0.36 0.17 0.04
O -2.36822 -1.77127 -1.26948 0.07 -0.16 -0.11
C -3.49983 -1.20430 0.79669 0.13 0.22 -0.16
C -4.07643 0.06489 0.13484 -0.09 -0.41 0.41
N -2.98639 0.82974 -0.46565 -0.33 0.07 -0.22
C -1.85768 1.15956 0.18893 0.20 0.54 -0.62
O -1.73210 1.08564 1.39632 0.02 -0.13 0.46
C -0.74519 1.71664 -0.71395 0.18 0.07 0.35
C -0.43951 0.80498 -1.92083 0.04 0.04 -0.18
C 0.99886 0.27762 -1.87812 -0.05 -0.17 -0.06
C 1.30098 -0.27979 -0.50367 0.06 0.04 -0.47
O 1.69552 -1.41760 -0.30880 0.20 -0.33 -0.03
N 1.06224 0.60775 0.47856 -0.16 0.00 0.30
C 1.31577 0.27000 1.85974 0.09 -0.07 0.37
C 2.53876 1.02703 2.40362 -0.12 -0.21 -0.20
C 3.69326 0.87307 1.45368 0.05 0.01 0.21
C 4.34670 -0.34284 1.32507 -0.06 0.25 0.03
C 5.35394 -0.52540 0.39466 0.27 -0.11 -0.22
C 5.72768 0.52316 -0.43736 -0.08 0.13 0.04
O 6.69731 0.45793 -1.39621 -0.20 0.25 0.10
C 7.36053 -0.76613 -1.59260 0.10 -0.19 -0.02
C 5.08514 1.75331 -0.30588 0.17 -0.11 -0.18
C 4.08206 1.91910 0.62563 0.06 -0.10 0.01
C 0.51482 1.89829 0.14505 -0.32 0.33 -0.18
C -4.78141 0.91745 1.20127 0.14 0.22 -0.13
C -5.44643 2.14386 0.58438 -0.24 -0.20 0.14
C -6.45139 1.73018 -0.48515 0.23 0.24 -0.15
C -5.75095 0.92172 -1.57176 -0.25 -0.16 0.18
C -5.07120 -0.30666 -0.97066 0.15 0.24 -0.22
H 0.29254 -5.36443 0.29543 0.09 -0.08 -0.04
H -0.19239 -4.53624 1.78078 0.07 -0.04 0.13
H -1.39772 -5.40384 0.82351 -0.05 -0.10 0.02
H -1.10372 -3.75772 -1.04155 0.07 0.04 0.17
H 0.15043 -2.91861 -0.09709 -0.24 -0.08 -0.03
H -2.98892 -0.93603 1.72240 -0.08 -0.08 -0.02
H -4.30383 -1.89917 1.04434 -0.04 -0.02 0.02
H -2.96353 0.82535 -1.47284 0.17 -0.04 0.06
H -1.07942 2.70179 -1.05767 0.00 -0.05 0.02
H -1.10101 -0.06281 -1.92410 0.01 0.11 -0.06
H -0.59310 1.34568 -2.85699 -0.04 -0.04 0.01
H 1.13292 -0.51307 -2.61594 0.07 0.03 0.11
H 1.71270 1.07628 -2.09400 0.02 0.01 -0.02
H 1.50618 -0.80501 1.88097 -0.06 0.12 0.06
H 0.42322 0.49356 2.45058 0.05 -0.07 -0.06
H 2.29649 2.08468 2.52333 0.02 0.03 0.08
H 2.78872 0.61948 3.38480 -0.04 0.08 0.07
H 4.06119 -1.17135 1.95576 -0.06 -0.12 0.06
H 5.83037 -1.49014 0.32316 0.07 -0.08 -0.04
H 7.91335 -1.07273 -0.69829 -0.03 0.00 -0.03
H 6.66284 -1.55997 -1.87828 0.03 0.02 0.02
H 8.06312 -0.59375 -2.40674 -0.03 -0.07 0.06
H 5.38866 2.56304 -0.95123 0.04 0.10 -0.07
H 3.59520 2.88072 0.71331 -0.06 0.10 0.02
H 0.24736 2.40624 1.07243 0.09 -0.01 -0.09
H 1.25021 2.50669 -0.39460 -0.06 0.04 0.06
H -5.53459 0.30180 1.69623 -0.05 -0.09 0.05
H -4.04707 1.22693 1.94449 -0.03 -0.11 0.05
H -5.94651 2.71698 1.36712 0.06 0.07 0.01
H -4.68149 2.78264 0.13827 0.02 0.09 0.02
H -6.91960 2.61458 -0.92147 -0.09 -0.01 0.01
H -7.23808 1.12433 -0.02982 -0.10 -0.02 0.01
H -6.47263 0.60001 -2.32517 0.07 0.03 -0.08
H -5.01412 1.55573 -2.06954 0.00 0.05 -0.11
H -4.55034 -0.87118 -1.74566 -0.02 -0.09 0.05
H -5.83578 -0.95537 -0.53888 0.01 -0.06 0.06
```
Positions in Å, forces in eV/Å.

**Total charge**: 0
**Lowest unoccupied orbital energy**: 0.71 eV
**SMILES**: CCOC(=O)CC1(NC(=O)[C@@H]2CCC(=O)N(CCc3ccc(OC)cc3)C2)CCCCC1
**Frontier orbital gap**: 8.86 eV
**ΔE to the lowest compared entry with this formula, charge and spin**: 8.35 kJ/mol



# 3
C25H36N2P2SV as an isolated structure at a distorted geometry, computed with wB97M-V/def2-TZVPD.

```
67
Properties=species:S:1:pos:R:3:forces:R:3
V 0.13768 0.14060 1.07219 -0.22 0.75 -0.37
C -0.70997 -4.62220 1.76198 0.00 0.00 0.01
C -0.45959 -3.13676 2.02747 0.13 -0.02 -0.04
C 0.75913 -2.93711 2.93703 -0.03 -0.01 -0.02
P -0.24518 -2.12650 0.50640 0.11 -0.92 -0.18
C -1.56766 -2.48441 -0.70561 -0.08 0.25 0.01
C -1.11976 -2.04305 -2.10277 -0.03 -0.09 0.01
C -2.87158 -1.81487 -0.24878 0.02 -0.15 -0.02
C 1.33159 -2.53418 -0.28575 -0.22 -0.07 0.09
C 1.75882 -3.77099 -0.74393 0.03 -0.05 -0.05
C 2.97030 -3.86696 -1.41956 -0.02 0.02 0.01
C 3.72347 -2.72522 -1.65767 0.04 -0.05 -0.03
C 3.29574 -1.47928 -1.21603 0.20 0.12 -0.14
C 2.10834 -1.40137 -0.51722 -0.17 0.44 0.11
N 1.51419 -0.20805 -0.00587 1.16 -0.30 -0.44
C 2.12602 1.07826 0.13474 0.07 -0.15 -0.25
C 3.47223 1.21380 0.50263 -0.01 -0.10 0.05
C 4.03551 2.46480 0.58739 0.05 0.08 0.00
C 3.26737 3.60524 0.33613 0.05 -0.02 0.02
C 1.92364 3.49008 0.05459 -0.04 -0.03 0.12
C 1.31537 2.23058 -0.05206 -0.07 -0.26 -0.08
P -0.48031 1.93731 -0.30258 -0.06 0.64 -0.20
C -0.89887 2.18064 -2.07729 -0.14 -0.08 0.06
C -2.22627 1.51780 -2.46745 0.03 0.07 -0.02
C -0.88626 3.66069 -2.47036 0.07 -0.01 -0.05
C -1.43992 3.02737 0.85586 -0.02 0.02 -0.12
C -2.93262 2.74732 0.62519 0.00 0.06 0.05
C -1.15336 4.52894 0.91588 -0.12 -0.04 -0.02
H -0.94954 -5.11148 2.70734 0.03 0.01 -0.01
H -1.54656 -4.80106 1.08775 -0.01 0.00 0.01
H 0.17926 -5.11153 1.36250 -0.03 0.02 0.00
H -1.34316 -2.70921 2.50530 -0.08 0.05 0.03
H 1.63383 -3.44030 2.52374 0.00 0.00 -0.01
H 1.01592 -1.88532 3.08880 -0.02 0.04 0.01
H 0.56163 -3.36260 3.92122 -0.01 -0.02 -0.03
H -1.69389 -3.56768 -0.69718 -0.02 -0.08 -0.03
H -0.75391 -1.01501 -2.10308 0.01 0.05 0.00
H -0.32135 -2.67499 -2.48961 -0.03 0.01 0.01
H -1.96188 -2.10477 -2.79378 0.01 0.01 0.03
H -2.74107 -0.73853 -0.11856 0.01 0.05 -0.01
H -3.64901 -1.96825 -0.99874 0.03 -0.02 0.02
H -3.23791 -2.22764 0.69349 0.03 0.03 -0.02
H 1.15410 -4.65649 -0.59666 0.02 0.01 0.00
H 3.31667 -4.82869 -1.77328 -0.01 0.02 0.01
H 4.65677 -2.80043 -2.20087 -0.03 0.00 0.01
H 3.88004 -0.59394 -1.43424 -0.03 -0.06 0.01
H 4.06753 0.33153 0.69723 -0.03 0.00 -0.01
H 5.08369 2.56028 0.84222 -0.05 0.03 -0.01
H 3.72685 4.58423 0.36817 0.00 -0.02 0.00
H 1.34615 4.38206 -0.12284 -0.06 0.05 -0.01
H -0.07113 1.67505 -2.58007 0.04 -0.10 -0.06
H -3.07207 2.00404 -1.98347 0.04 -0.01 -0.06
H -2.36559 1.62003 -3.54465 0.03 -0.01 0.02
H -2.25765 0.45821 -2.22685 0.00 -0.01 0.02
H -1.76692 4.17604 -2.08870 0.01 0.00 0.02
H 0.00815 4.18942 -2.13867 -0.01 -0.03 0.01
H -0.91448 3.72541 -3.55932 -0.02 0.00 0.03
H -1.17508 2.60833 1.82865 0.05 -0.05 0.09
H -3.29852 3.26757 -0.26037 0.02 0.00 0.03
H -3.15540 1.68366 0.52037 0.01 -0.02 0.01
H -3.49883 3.11990 1.47932 0.02 0.01 -0.02
H -1.35223 5.03495 -0.02635 0.03 -0.01 -0.03
H -1.82249 4.96089 1.66328 0.00 -0.01 -0.04
H -0.14243 4.75139 1.24041 0.06 0.00 0.02
S -1.96561 -0.19609 5.04196 -0.10 -0.01 0.23
C -1.39235 -0.06260 3.62921 0.28 -0.08 -0.95
N -0.92961 0.05112 2.49178 -0.91 0.05 2.13
```
Positions in Å, forces in eV/Å.

**Total charge**: +2
**Multiplicity**: 2
**Lowest unoccupied orbital energy (spin up / spin down)**: -7.62 / -7.00 eV
**Frontier orbital gap (spin up / spin down)**: 6.81 / 7.44 eV